Record 1
ORCA calculation (ωB97M-V/def2-TZVPD) on a cluster of 2 separate species, C4H9N2P in total.

As for the HOMO-LUMO gap (spin up / spin down): 6.6 / 7.8 eV. The value obtained for the electronic energy is -608.42675 hartree. Its relative energy (zero: lowest compared OMol25 entry of this formula, charge and spin) is 651.37 kJ/mol. The calculation puts the HOMO energy (spin up / spin down) at -9.759 / -10.410 eV.

Last columns: bonded neighbours and bond lengths (Å).
Positions of all 16 atoms, in Å:
1 C -1.752 0.416 -2.633  N5 1.143
2 C 0.424 -0.689 -1.417  P7 1.776, H8 1.178, H9 1.113, H10 1.176
3 C 0.961 0.916 0.817  P7 1.737, H11 1.212, H12 1.081, H13 1.069
4 C -1.628 -0.108 0.211  P7 1.806, H14 1.129, H15 1.046, H16 1.057
5 N -2.690 -0.229 -2.738  C1 1.143
6 N -0.094 2.151 -1.137  P7 1.594
7 P -0.170 0.700 -0.483  C2 1.776, C3 1.737, C4 1.806, N6 1.594
8 H 0.279 -0.424 -2.556  C2 1.178
9 H 1.487 -0.864 -1.135  C2 1.113
10 H -0.262 -1.634 -1.276  C2 1.176
11 H 1.737 1.466 0.066  C3 1.212
12 H 0.594 1.678 1.491  C3 1.081
13 H 1.464 0.221 1.455  C3 1.069
14 H -2.095 0.707 0.837  C4 1.129
15 H -2.328 -0.582 -0.405  C4 1.046
16 H -1.211 -0.786 0.907  C4 1.057



Record 2
ORCA calculation (ωB97M-V/def2-TZVPD) on the molecule C5H6O.

As for the HOMO-LUMO gap: 11.2 eV. The value obtained for the electronic energy is -269.24547 hartree. Its relative energy (zero: lowest compared OMol25 entry of this formula, charge and spin) is 264.58 kJ/mol. The calculation puts the HOMO energy at -10.185 eV.

Last columns: bonded neighbours and bond lengths (Å).
Positions of all 12 atoms, in Å:
1 C -1.881 2.003 -0.469  C2 1.204, H7 1.068
2 C -1.187 1.031 -0.623  C1 1.204, C3 1.466
3 C -0.325 -0.135 -0.837  C2 1.466, C4 1.515, H8 1.097, H9 1.096
4 C 0.869 -0.170 0.094  C3 1.515, C5 1.464, O6 1.416, H10 1.091
5 C 0.983 -1.127 1.196  C4 1.464, O6 1.422, H11 1.090, H12 1.089
6 O 1.686 -1.321 -0.025  C4 1.416, C5 1.422
7 H -2.507 2.861 -0.356  C1 1.068
8 H 0.050 -0.117 -1.868  C3 1.097
9 H -0.897 -1.063 -0.725  C3 1.096
10 H 1.420 0.769 0.167  C4 1.091
11 H 0.185 -1.846 1.388  C5 1.090
12 H 1.604 -0.885 2.057  C5 1.089



Record 3
ORCA calculation (ωB97M-V/def2-TZVPD) on the molecule C17H20N4O4.

As for the HOMO-LUMO gap: 8.3 eV. The value obtained for the electronic energy is -1179.77664 hartree. Its relative energy (zero: lowest compared OMol25 entry of this formula, charge and spin) is 330.36 kJ/mol. The calculation puts the HOMO energy at -7.757 eV.

Last columns: bonded neighbours and bond lengths (Å).
Positions of all 45 atoms, in Å:
1 C 1.356 6.499 -1.248  C2 1.521, H43 1.086, H44 1.087, H45 1.087
2 C 1.216 6.477 0.267  C1 1.521, H3 1.092, H4 1.095, O5 1.433
3 H 1.696 7.345 0.723  C2 1.092
4 H 0.161 6.436 0.555  C2 1.095
5 O 1.894 5.345 0.826  C2 1.433, C6 1.323
6 C 1.250 4.188 0.822  O5 1.323, O7 1.204, C8 1.527
7 O 0.112 4.017 0.464  C6 1.204
8 C 2.128 3.059 1.357  C6 1.527, N9 1.447, H41 1.093, H42 1.092
9 N 1.482 1.778 1.170  C8 1.447, C10 1.364, H40 1.014
10 C 1.561 1.239 -0.080  N9 1.364, C11 1.398, C38 1.465
11 C 0.923 0.204 -0.771  C10 1.398, N12 1.336, C36 1.480
12 N -0.039 -0.687 -0.516  C11 1.336, C13 1.444, C31 1.450
13 C -0.488 -1.017 0.817  N12 1.444, H14 1.096, H15 1.089, C16 1.542
14 H -1.584 -1.020 0.831  C13 1.096
15 H -0.117 -0.283 1.529  C13 1.089
16 C 0.025 -2.422 1.195  C13 1.542, N17 1.441, H34 1.096, H35 1.088
17 N -0.407 -3.389 0.218  C16 1.441, C18 1.374, C28 1.449
18 C -1.595 -4.071 0.323  N17 1.374, N19 1.335, C23 1.405
19 N -2.111 -4.521 -0.823  C18 1.335, C20 1.320
20 C -3.214 -5.246 -0.796  N19 1.320, C21 1.382, H27 1.083
21 C -3.892 -5.570 0.365  C20 1.382, C22 1.390, H26 1.078
22 C -3.361 -5.108 1.563  C21 1.390, C23 1.378, H25 1.081
23 C -2.207 -4.356 1.555  C18 1.405, C22 1.378, H24 1.078
24 H -1.788 -4.013 2.488  C23 1.078
25 H -3.846 -5.339 2.501  C22 1.081
26 H -4.794 -6.159 0.339  C21 1.078
27 H -3.568 -5.574 -1.765  C20 1.083
28 C 0.084 -3.055 -1.104  N17 1.449, H29 1.094, H30 1.088, C31 1.534
29 H 1.178 -3.064 -1.077  C28 1.094
30 H -0.277 -3.805 -1.805  C28 1.088
31 C -0.413 -1.664 -1.519  N12 1.450, C28 1.534, H32 1.095, H33 1.089
32 H -1.505 -1.686 -1.595  C31 1.095
33 H 0.012 -1.375 -2.479  C31 1.089
34 H 1.120 -2.410 1.202  C16 1.096
35 H -0.321 -2.686 2.192  C16 1.088
36 C 1.702 0.487 -1.997  C11 1.480, O37 1.208, C38 1.514
37 O 1.665 0.077 -3.133  C36 1.208
38 C 2.446 1.542 -1.207  C10 1.465, C36 1.514, O39 1.212
39 O 3.381 2.293 -1.383  C38 1.212
40 H 0.571 1.729 1.613  N9 1.014
41 H 2.324 3.223 2.420  C8 1.093
42 H 3.075 3.069 0.814  C8 1.092
43 H 0.897 7.401 -1.643  C1 1.086
44 H 2.406 6.479 -1.527  C1 1.087
45 H 0.863 5.632 -1.680  C1 1.087



- What is the formula in the second record?
  C5H6O